Run i
Below is CH3INOP in the gas phase, with properties calculated with the ωB97M-V functional and the def2-TZVPD basis.

Each line ends with the Mulliken charge.
Geometry (Å):
O1 1.185 1.183 0.688  -0.4377
C1 0.041 0.853 0.619  0.5103
I1 -1.478 2.127 1.604  -0.1196
N1 -0.558 -0.201 0.102  -0.3035
P1 0.069 -1.172 -1.245  -0.0765
H1 -1.507 -0.360 0.446  0.2632
H2 1.073 -2.131 -0.606  0.0827
H3 1.175 -0.299 -1.607  0.0810

SMILES: O=C(I)NP
Frontier orbital gap in eV: 9.901

***

Run ii
Below is CH3INOP in the gas phase, with properties calculated with the ωB97M-V functional and the def2-TZVPD basis.

Each line ends with the Mulliken charge.
Geometry (Å):
O1 0.554 -1.619 0.057  -0.5852
C1 0.969 -0.186 0.018  0.3663
I1 3.005 0.323 -0.004  0.0897
N1 0.051 0.723 -0.015  -0.2840
P1 -1.652 0.360 0.037  -0.0521
H1 0.380 1.767 0.131  0.3071
H2 -1.427 -0.830 0.738  0.0890
H3 -1.881 -0.538 -0.962  0.0692

SMILES: O=C(I)NP
Frontier orbital gap in eV: 9.464

***

Run iii
Below is CH3INOP as an isolated structure, with properties calculated with the ωB97M-V functional and the def2-TZVPD basis.

Each line ends with the Mulliken charge.
Geometry (Å):
C1 -1.377 -0.488 0.017  0.3046
N1 0.147 0.586 0.005  -0.4559
O1 -1.230 -1.637 0.109  -0.3241
P1 1.490 -0.442 -0.162  -0.0397
I1 -3.115 0.645 -0.028  0.1317
H1 -0.027 1.175 -0.804  0.2774
H2 1.755 -0.483 1.215  0.0473
H3 2.358 0.643 -0.352  0.0586

Frontier orbital gap in eV: 8.451

***

Which one is the least stable? From the structures above, run ii.